{"formula": "C12H18O", "method": "ωB97M-V/def2-TZVPD", "homo_ev": -8.589, "max_force_ha_per_bohr": 0.07460, "e_above_lowest_ev": 6.190, "orbital_gap_ev": 9.40, "smiles": "C=C=C(C)[C@](C)(O)C=C(C)C.C#C", "elements": ["C", "C", "C", "C", "C", "C", "O", "C", "C", "C", "C", "H", "H", "H", "H", "H", "H", "H", "H", "H", "H", "H", "H", "H", "H", "H", "H", "C", "C", "H", "H"], "positions_angstrom": [[1.258, -2.850, -0.483], [1.086, -1.590, -0.578], [0.678, -0.326, -0.559], [0.770, 0.557, -1.898], [0.006, 0.234, 0.753], [0.741, 1.359, 1.451], [-0.174, -0.859, 1.669], [-1.291, 0.783, 0.241], [-2.419, 0.060, 0.017], [-3.663, 0.762, -0.487], [-2.583, -1.433, 0.202], [2.243, -3.262, -0.399], [0.466, -3.578, -0.469], [-0.071, 1.251, -1.869], [0.753, -0.170, -2.673], [1.701, 1.124, -1.848], [1.743, 1.066, 1.624], [0.746, 2.273, 0.782], [0.291, 1.698, 2.408], [0.828, -0.852, 1.960], [-1.302, 1.870, -0.022], [-3.543, 1.863, -0.677], [-4.388, 0.445, 0.171], [-3.699, 0.353, -1.458], [-2.164, -1.721, 1.162], [-2.125, -2.056, -0.520], [-3.628, -1.606, 0.017], [4.613, 1.004, -0.186], [4.265, 1.446, 0.869], [4.971, 0.422, -0.972], [3.893, 1.733, 1.772]]}



{"formula": "C12H18O12Sr", "method": "ωB97M-V/def2-TZVPD", "charge": -4, "homo_ev": 2.156, "max_force_ha_per_bohr": 0.07929, "orbital_gap_ev": 5.94, "elements": ["Sr", "C", "C", "O", "O", "H", "H", "H", "C", "C", "O", "O", "H", "H", "H", "C", "C", "O", "O", "H", "H", "H", "C", "C", "O", "O", "H", "H", "H", "C", "C", "O", "O", "H", "H", "H", "C", "C", "O", "O", "H", "H", "H"], "positions_angstrom": [[-0.634, -0.079, 0.025], [2.330, 4.953, -1.235], [0.934, 4.673, -0.616], [0.359, 3.624, -0.990], [0.421, 5.424, 0.240], [2.945, 4.116, -1.567], [2.993, 5.559, -0.618], [2.090, 5.610, -2.071], [0.151, -1.350, -6.135], [0.807, -1.154, -4.729], [0.039, -0.869, -3.764], [1.999, -1.372, -4.689], [0.613, -0.944, -7.035], [-0.858, -0.946, -6.050], [0.178, -2.435, -6.242], [-0.829, -5.917, -0.363], [0.405, -5.031, -0.726], [0.602, -3.833, -0.309], [1.305, -5.479, -1.486], [-0.965, -6.024, 0.713], [-0.737, -6.882, -0.862], [-1.685, -5.290, -0.612], [4.162, 1.809, 2.284], [4.167, 0.612, 1.318], [3.271, 0.528, 0.473], [5.001, -0.295, 1.419], [3.973, 2.680, 1.657], [5.180, 2.030, 2.607], [3.380, 1.636, 3.023], [-0.137, 1.104, 5.761], [-0.426, 0.766, 4.272], [-0.239, -0.418, 3.802], [-0.621, 1.734, 3.476], [-1.024, 1.616, 6.135], [0.791, 1.656, 5.910], [-0.024, 0.159, 6.292], [-6.409, -0.277, 0.149], [-4.893, -0.278, 0.033], [-4.308, 0.816, 0.316], [-4.212, -1.336, -0.255], [-6.595, -0.947, 0.987], [-6.656, -0.658, -0.842], [-6.843, 0.711, 0.304]]}



{"formula": "C12H18O9", "method": "ωB97M-V/def2-TZVPD", "homo_ev": -10.735, "max_force_ha_per_bohr": 0.02376, "e_above_lowest_ev": 0.016, "orbital_gap_ev": 11.23, "smiles": "C[C@H]1COC(=O)O1.C[C@H]1COC(=O)O1.C[C@H]1COC(=O)O1", "elements": ["C", "C", "C", "O", "C", "O", "O", "H", "H", "H", "H", "H", "H", "C", "C", "C", "O", "C", "O", "O", "H", "H", "H", "H", "H", "H", "C", "C", "C", "O", "C", "O", "O", "H", "H", "H", "H", "H", "H"], "positions_angstrom": [[0.142, -1.438, 4.318], [-0.730, -0.381, 3.683], [-0.131, 0.295, 2.434], [-0.871, -0.243, 1.346], [-1.898, -0.992, 1.800], [-2.690, -1.519, 1.083], [-1.912, -1.032, 3.135], [-0.467, -2.121, 4.905], [0.876, -0.976, 4.981], [0.674, -1.991, 3.543], [-1.105, 0.357, 4.386], [0.928, 0.077, 2.300], [-0.266, 1.376, 2.464], [-1.840, -2.034, -2.027], [-0.532, -2.260, -1.305], [0.421, -3.281, -1.956], [1.707, -2.701, -1.804], [1.574, -1.422, -1.378], [2.468, -0.705, -1.077], [0.269, -1.073, -1.360], [-1.675, -1.661, -3.041], [-2.368, -1.220, -1.531], [-2.420, -2.952, -2.021], [-0.746, -2.546, -0.275], [0.201, -3.461, -3.011], [0.374, -4.249, -1.456], [0.954, 2.660, -3.016], [0.274, 2.979, -1.718], [0.691, 2.087, -0.558], [0.765, 2.996, 0.542], [1.006, 4.244, 0.061], [1.339, 5.174, 0.720], [0.793, 4.270, -1.263], [0.976, 1.579, -3.189], [1.990, 2.988, -3.014], [0.431, 3.118, -3.854], [-0.803, 3.107, -1.807], [1.657, 1.614, -0.732], [-0.056, 1.337, -0.309]]}



{"formula": "C12H18OS", "method": "ωB97M-V/def2-TZVPD", "homo_ev": [-6.856, -6.959], "max_force_ha_per_bohr": 0.07813, "e_above_lowest_ev": 2.148, "orbital_gap_ev": [7.28, 7.24], "elements": ["C", "C", "C", "C", "C", "C", "C", "C", "C", "C", "C", "C", "O", "S", "H", "H", "H", "H", "H", "H", "H", "H", "H", "H", "H", "H", "H", "H", "H", "H", "H", "H"], "positions_angstrom": [[-3.367, -0.938, 0.071], [-2.919, -0.584, -1.171], [-2.550, -0.609, 1.153], [-1.633, -0.231, -1.405], [-1.278, -0.262, 0.935], [-0.716, -0.186, -0.379], [1.231, 0.419, -1.991], [1.956, -0.166, 1.779], [1.333, -2.006, 0.223], [0.178, 2.500, 0.127], [0.690, 0.114, -0.539], [1.786, -0.522, 0.256], [3.073, -0.416, -0.357], [-1.222, 2.460, 1.114], [-4.335, -1.317, 0.356], [-3.539, -0.674, -2.033], [-2.899, -0.746, 2.230], [-1.387, 0.084, -2.338], [-0.669, -0.201, 1.783], [1.622, -0.443, -2.481], [1.995, 1.296, -1.729], [0.340, 0.810, -2.690], [2.966, -0.361, 2.104], [1.981, 0.904, 1.969], [1.136, -0.615, 2.294], [1.374, -2.448, -0.761], [2.131, -2.587, 0.802], [0.335, -2.098, 0.781], [1.079, 2.505, 0.625], [0.066, 2.968, -0.901], [3.409, 0.436, -0.130], [-2.165, 2.913, 0.302]]}



{"formula": "C12H18S", "method": "ωB97M-V/def2-TZVPD", "homo_ev": -8.467, "max_force_ha_per_bohr": 0.10448, "e_above_lowest_ev": 3.386, "orbital_gap_ev": 7.65, "smiles": "C#CC(=S)C(C)(C)C.C=CC(=C)C", "elements": ["C", "C", "C", "S", "C", "C", "C", "C", "H", "H", "H", "H", "H", "H", "H", "H", "H", "H", "C", "C", "C", "C", "C", "H", "H", "H", "H", "H", "H", "H", "H"], "positions_angstrom": [[0.429, 2.285, 1.273], [-0.056, 1.183, 1.102], [-0.640, -0.043, 0.815], [0.247, -1.345, 1.278], [-2.048, -0.123, 0.269], [-2.359, 1.101, -0.671], [-3.050, -0.134, 1.387], [-2.100, -1.446, -0.564], [1.011, 3.130, 1.592], [-3.308, 0.771, -1.093], [-1.707, 1.307, -1.499], [-2.437, 2.034, -0.208], [-2.730, -0.814, 2.128], [-3.118, 0.866, 1.903], [-4.015, -0.347, 0.925], [-1.582, -1.261, -1.459], [-3.142, -1.713, -0.944], [-1.773, -2.306, 0.061], [1.030, -0.232, -1.365], [2.049, 0.467, -0.933], [3.105, 0.032, -0.040], [3.725, -1.135, -0.158], [3.559, 1.025, 0.925], [0.282, 0.164, -2.093], [0.903, -1.244, -1.125], [2.003, 1.541, -1.228], [3.723, -1.834, -0.963], [4.662, -1.493, 0.485], [4.478, 0.844, 1.261], [2.673, 1.208, 1.647], [3.640, 2.041, 0.554]]}



{"formula": "C12H19BrF3N2O9S2", "method": "ωB97M-V/def2-TZVPD", "charge": 1, "homo_ev": -12.930, "max_force_ha_per_bohr": 0.14322, "orbital_gap_ev": 9.45, "elements": ["C", "C", "Br", "C", "C", "C", "N", "C", "O", "C", "F", "F", "F", "C", "N", "H", "H", "H", "H", "H", "H", "H", "H", "H", "H", "H", "C", "C", "O", "S", "O", "O", "O", "H", "H", "H", "H", "C", "C", "O", "S", "O", "O", "O", "H", "H", "H", "H"], "positions_angstrom": [[-1.421, -3.259, -4.019], [-0.452, -2.281, -3.166], [1.240, -1.947, -4.143], [-1.190, -0.845, -2.895], [-0.975, -0.451, -1.364], [-1.707, -1.284, -0.295], [-1.210, -0.629, 0.904], [-1.729, -1.268, 2.167], [-1.999, -2.679, 2.020], [-0.850, -3.470, 2.264], [-1.032, -4.670, 1.505], [0.363, -2.905, 1.820], [-0.683, -3.868, 3.602], [-0.312, 0.462, 0.720], [-0.182, 0.575, -0.731], [-1.902, -2.637, -4.856], [-0.818, -4.095, -4.520], [-2.192, -3.740, -3.326], [-0.302, -2.782, -2.152], [-0.794, -0.057, -3.614], [-2.314, -1.066, -3.024], [-2.418, -2.153, -0.447], [-2.755, -0.771, 2.355], [-1.093, -1.004, 3.083], [0.179, 1.086, 1.547], [0.404, 1.268, -1.220], [-2.277, 2.320, 6.249], [-2.898, 1.592, 5.067], [-2.422, 2.288, 3.913], [-0.934, 2.862, 4.218], [0.024, 1.942, 3.670], [-0.918, 4.260, 3.923], [-0.957, 2.669, 5.826], [-2.818, 3.243, 6.474], [-2.238, 1.696, 7.143], [-3.987, 1.599, 5.099], [-2.542, 0.559, 5.009], [4.834, 1.514, -4.541], [4.658, 0.704, -3.267], [4.474, 1.671, -2.233], [3.710, 2.963, -2.848], [2.310, 2.839, -2.550], [4.469, 4.132, -2.530], [3.926, 2.612, -4.416], [5.848, 1.916, -4.617], [4.607, 0.932, -5.435], [5.519, 0.071, -3.053], [3.757, 0.089, -3.314]]}



{"formula": "C12H19CeN3S4", "method": "ωB97M-V/def2-TZVPD", "charge": 1, "homo_ev": [-10.610, -10.608], "max_force_ha_per_bohr": 0.05297, "e_above_lowest_ev": 0.171, "s2": 0.7513, "spin_multiplicity": 2, "orbital_gap_ev": [6.08, 6.11], "elements": ["Ce", "S", "S", "C", "C", "C", "N", "C", "C", "H", "H", "H", "H", "H", "H", "H", "H", "C", "H", "H", "H", "H", "H", "H", "H", "C", "C", "H", "H", "H", "H", "S", "C", "C", "N", "C", "S", "C", "N"], "positions_angstrom": [[-0.691, -0.218, 1.353], [1.635, 1.502, 0.995], [-1.913, -0.846, -1.223], [1.684, 2.095, 2.724], [1.039, 3.027, 0.198], [-0.474, 3.113, 0.125], [-1.012, 1.791, -0.301], [-2.350, 1.899, -0.949], [-2.533, 0.729, -1.899], [1.466, 3.005, -0.812], [1.472, 3.871, 0.738], [-0.754, 3.891, -0.607], [-0.928, 3.387, 1.084], [-2.422, 2.839, -1.526], [-3.120, 1.932, -0.170], [-1.946, 0.889, -2.812], [-3.580, 0.583, -2.180], [-3.478, -1.550, -0.609], [-0.379, 1.477, -1.047], [-3.972, -0.845, 0.068], [-3.276, -2.493, -0.089], [-4.108, -1.745, -1.483], [2.064, 1.297, 3.373], [0.686, 2.407, 3.054], [2.377, 2.942, 2.747], [2.328, -1.344, -2.294], [1.975, -0.186, -2.876], [1.766, -2.268, -2.471], [3.110, -1.382, -1.528], [1.175, -0.137, -3.622], [2.532, 0.740, -2.696], [-0.686, -2.893, 0.682], [0.698, -3.639, 1.402], [0.866, -5.058, 1.230], [0.924, -6.214, 1.038], [1.682, -2.947, 2.116], [1.656, -1.240, 2.402], [2.795, -3.703, 2.629], [3.735, -4.239, 3.078]]}